No. 1
# C22H40Cl8F26HfNO12P4S2

A molecular structure, C22H40Cl8F26HfNO12P4S2 at a distorted geometry (wB97M-V/def2-TZVPD, the OMol25 dataset).

Each line ends with the Löwdin charge.
Element x y z (Å)
Hf 11.234 15.454 -23.530  2.22
P 10.119 12.921 -20.784  0.32
F 9.685 11.673 -19.763  -0.18
F 10.478 11.797 -21.949  -0.17
F 8.611 13.076 -21.320  -0.13
F 10.594 14.187 -21.710  -0.24
F 9.741 14.074 -19.648  -0.17
F 11.612 12.834 -20.104  -0.16
P 12.015 13.549 -26.879  0.26
F 11.834 14.295 -25.396  -0.28
F 12.433 12.143 -26.102  -0.15
F 10.464 13.196 -26.750  -0.14
F 12.001 12.906 -28.399  -0.16
F 11.444 14.965 -27.486  -0.17
F 13.513 14.047 -27.008  -0.10
P 13.319 17.368 -25.153  0.24
F 13.789 15.832 -25.133  -0.15
F 13.753 17.474 -26.737  -0.14
F 11.842 16.838 -25.516  -0.16
F 12.825 18.940 -24.907  -0.15
F 12.916 17.191 -23.638  -0.19
F 14.820 17.887 -24.670  -0.16
P 8.346 14.763 -24.479  0.27
F 8.857 15.530 -23.133  -0.18
F 7.300 15.935 -24.630  -0.06
F 9.527 15.571 -25.236  -0.19
F 8.144 14.013 -25.892  -0.09
F 9.685 13.792 -24.138  -0.22
F 7.473 13.647 -23.663  -0.10
N 13.123 14.455 -22.729  -0.35
S 14.457 14.559 -21.832  0.50
O 15.791 14.553 -22.485  -0.23
O 14.272 14.174 -20.434  -0.26
F 14.231 16.123 -21.716  -0.20
S 13.683 12.834 -23.109  0.58
O 13.777 11.797 -22.093  -0.22
O 14.446 12.745 -24.345  -0.22
F 12.232 12.497 -23.682  -0.22
Cl 18.540 13.902 -26.989  0.56
C 17.071 14.324 -26.116  -0.65
C 17.040 15.852 -25.768  -0.62
Cl 16.745 16.863 -27.228  0.56
H 16.907 13.788 -25.181  0.04
H 16.272 14.135 -26.833  0.05
H 18.001 16.104 -25.320  0.04
H 16.243 16.106 -25.069  0.03
Cl 15.123 16.287 -17.378  0.59
C 14.576 14.974 -16.338  -0.67
C 13.303 14.371 -16.977  -0.64
Cl 11.918 15.369 -16.458  0.54
H 14.447 15.324 -15.314  0.06
H 15.213 14.090 -16.320  0.08
H 13.068 13.412 -16.515  0.06
H 13.426 14.303 -18.058  0.04
Cl 12.698 7.298 -21.124  0.61
C 12.211 8.606 -22.189  -0.65
C 10.688 8.616 -22.280  -0.68
Cl 10.153 9.318 -23.802  0.60
H 12.583 8.410 -23.194  0.07
H 12.721 9.498 -21.825  0.04
H 10.068 9.037 -21.488  0.07
H 10.361 7.577 -22.247  0.05
Cl 11.652 8.832 -17.503  0.53
C 12.347 10.193 -18.401  -0.64
C 13.819 9.828 -18.975  -0.60
Cl 14.889 9.511 -17.544  0.48
H 12.494 11.080 -17.785  0.05
H 11.713 10.365 -19.271  0.03
H 14.259 10.746 -19.364  0.04
H 13.986 9.039 -19.708  0.00
C 16.460 19.391 -19.437  -0.12
O 17.287 18.257 -19.586  -0.21
C 17.049 17.529 -20.791  -0.19
C 17.917 18.024 -21.964  -0.14
O 19.309 17.604 -21.808  -0.18
C 19.647 16.360 -22.383  -0.11
H 16.583 20.118 -20.241  0.08
H 16.985 19.860 -18.605  0.09
H 15.407 19.131 -19.327  0.08
H 15.994 17.702 -21.006  0.10
H 17.220 16.474 -20.579  0.12
H 17.954 19.112 -22.012  0.12
H 17.474 17.660 -22.891  0.11
H 19.299 15.454 -21.886  0.07
H 20.729 16.338 -22.514  0.09
H 19.267 16.358 -23.404  0.07
C 9.582 18.348 -24.712  -0.07
O 10.226 17.615 -23.660  -0.31
C 9.954 18.384 -22.497  -0.18
C 10.731 18.129 -21.274  -0.17
O 11.218 16.804 -21.475  -0.28
C 11.674 16.324 -20.135  -0.03
H 9.547 17.820 -25.665  0.10
H 10.088 19.293 -24.913  0.11
H 8.531 18.590 -24.555  0.11
H 8.949 18.090 -22.193  0.14
H 9.994 19.457 -22.685  0.15
H 10.120 18.397 -20.413  0.15
H 11.573 18.808 -21.135  0.14
H 10.824 16.350 -19.452  0.09
H 12.430 16.966 -19.683  0.10
H 12.181 15.363 -20.214  0.05
C 18.280 9.839 -20.960  0.07
C 17.275 9.420 -21.677  -0.22
C 16.595 10.274 -22.696  -0.34
O 15.553 10.042 -23.219  0.13
C 17.314 11.493 -23.050  0.09
C 18.387 11.887 -22.316  -0.20
C 18.931 11.138 -21.158  -0.31
O 19.884 11.516 -20.498  0.12
O 19.095 12.954 -22.781  0.08
O 16.662 8.215 -21.501  0.09
H 18.628 9.155 -20.200  0.14
H 17.039 11.994 -23.967  0.12
H 19.819 13.175 -22.191  0.10
H 15.926 8.030 -22.089  0.10

DFT total energy (Eh): -10308.59921
Kohn-Sham gap (eV): 6.89
LUMO (Eh): -0.0339
Total charge: -1

No. 2
# C23H16Br2EuN8S

A molecular structure, C23H16Br2EuN8S (wB97M-V/def2-TZVPD, the OMol25 dataset).

Each line ends with the Löwdin charge.
Element x y z (Å)
Eu 0.180 0.021 0.042  1.62
Br -0.909 -1.290 7.017  0.88
C -0.642 -0.931 5.205  -0.66
C 0.143 0.143 4.813  -0.07
C 0.297 0.350 3.456  -0.13
N -0.267 -0.421 2.522  -0.04
C -1.021 -1.464 2.905  -0.20
C -1.231 -1.748 4.248  -0.04
C -1.630 -2.306 1.820  -0.20
C -2.451 -3.382 2.127  -0.04
C -2.993 -4.129 1.090  -0.66
Br -4.102 -5.581 1.473  0.88
C -2.713 -3.791 -0.226  -0.07
C -1.887 -2.706 -0.439  -0.12
N -1.349 -1.978 0.546  -0.04
H 0.618 0.795 5.531  0.12
H 0.909 1.178 3.111  0.11
H -1.833 -2.582 4.569  0.11
H -2.681 -3.650 3.145  0.11
H -3.120 -4.348 -1.056  0.12
H -1.645 -2.403 -1.453  0.11
N -0.492 0.677 -4.659  0.06
C 0.052 -0.112 -3.743  -0.13
N -0.248 0.342 -2.531  0.01
C -1.008 1.445 -2.805  -0.33
N -1.185 1.679 -4.082  0.15
C -1.613 2.327 -1.784  -0.20
C -2.418 3.400 -2.168  -0.04
N -2.982 4.200 -1.277  0.13
C -2.749 3.935 0.003  -0.08
C -1.947 2.877 0.400  -0.10
N -1.371 2.069 -0.495  -0.01
H -0.448 0.611 -5.665  0.18
H 0.651 -0.974 -3.988  0.14
H -2.598 3.597 -3.217  0.13
H -3.210 4.579 0.742  0.12
H -1.770 2.683 1.450  0.11
S 5.276 -0.563 0.127  1.14
C 3.640 -1.032 0.275  -0.45
N 2.741 -0.115 0.058  -0.13
C 3.362 1.102 -0.240  -0.34
C 2.717 2.315 -0.512  -0.05
C 3.487 3.427 -0.776  -0.06
C 4.888 3.355 -0.778  -0.05
C 5.537 2.171 -0.511  -0.05
C 4.757 1.045 -0.242  -0.46
H 3.406 -2.057 0.529  0.09
H 1.635 2.437 -0.521  0.07
H 3.000 4.370 -0.985  0.12
H 5.465 4.244 -0.991  0.12
H 6.617 2.119 -0.513  0.12

DFT total energy (Eh): -7580.29386
Kohn-Sham gap (alpha / beta) (eV): 7.72 / 8.42
LUMO (alpha / beta) (Eh): -0.2159 / -0.2152
Multiplicity: 8
Total charge: +2

No. 3
# C3H4N2O3

C3H4N2O3 in the gas phase at a distorted geometry (wB97M-V/def2-TZVPD, the OMol25 dataset).

Each line ends with the Löwdin charge.
Element x y z (Å)
C -0.692 -0.253 -0.024  -0.34
C 0.534 -1.078 -0.026  0.00
C 1.596 -0.061 -0.051  -0.46
H -2.624 1.139 0.023  0.08
H 0.447 -1.724 -0.873  0.14
H 0.676 -1.701 0.872  0.16
H 1.421 1.984 0.338  0.17
N -1.891 -0.670 -0.096  0.05
N 1.027 1.196 -0.202  0.13
O -2.906 0.228 0.008  -0.02
O 2.813 -0.162 0.015  0.09
O -0.401 1.103 0.018  0.00

DFT total energy (Eh): -451.83577
Kohn-Sham gap (eV): 10.08
Relative energy (zero: lowest compared OMol25 entry of this formula, charge and spin) (kJ/mol): 378.01
LUMO (Eh): 0.0191
SMILES string: O=C1C/C(=N/O)ON1

No. 4
# C11H17NOP

2 unconnected molecules or ions with the total composition C11H17NOP at a distorted geometry (wB97M-V/def2-TZVPD, the OMol25 dataset).

Each line ends with the Löwdin charge.
Element x y z (Å)
C -2.275 1.948 1.474  -0.08
C -1.423 2.491 0.515  -0.10
C -2.815 0.670 1.379  -0.06
C -1.014 1.710 -0.558  -0.12
C -2.445 -0.118 0.274  -0.11
C -1.536 0.405 -0.712  -0.40
C 2.306 -1.708 -0.922  -0.17
C 2.653 -0.517 -0.149  -0.10
C 1.293 -2.465 -0.043  -0.17
C 1.536 -0.327 0.747  -0.28
C 1.336 0.854 1.510  0.02
N 0.766 -1.357 0.719  0.10
O -0.364 0.342 -3.112  -0.34
P -1.014 -0.741 -2.023  0.92
H -2.760 2.700 2.135  0.13
H -1.296 3.580 0.550  0.13
H -3.609 0.284 1.964  0.10
H -0.585 2.255 -1.298  0.08
H -2.914 -1.079 0.132  0.10
H 1.901 -1.517 -1.873  0.08
H 3.094 -2.463 -1.060  0.13
H 3.528 -0.840 0.441  0.17
H 3.042 0.294 -0.676  0.13
H 0.418 -2.969 -0.569  0.11
H 1.781 -3.329 0.654  0.18
H 0.362 1.391 1.134  0.11
H 2.246 1.402 1.483  0.09
H 1.110 0.795 2.622  0.14
H -1.017 1.026 -3.240  0.04
H -0.223 -1.529 1.230  0.24
H -2.084 -1.189 -2.729  -0.06

DFT total energy (Eh): -900.40378
Kohn-Sham gap (eV): 8.27
Relative energy (zero: lowest compared OMol25 entry of this formula, charge and spin) (kJ/mol): 170.37
LUMO (Eh): -0.1324
Total charge: +1

No. 5
# C4H6O2

C4H6O2 in the gas phase at a distorted geometry (wB97M-V/def2-TZVPD, the OMol25 dataset).

Each line ends with the Löwdin charge.
Element x y z (Å)
C 0.072 1.025 -1.661  -0.20
O -1.288 1.159 -1.547  -0.08
C -0.453 0.685 -0.249  -0.03
C -0.504 -0.512 0.814  -0.21
C 0.641 -1.403 1.098  -0.12
O 0.539 -0.138 1.720  -0.07
H 0.374 0.223 -2.347  0.11
H 0.677 1.934 -1.774  0.11
H -0.604 1.504 0.447  0.12
H -1.441 -0.743 1.354  0.14
H 1.397 -1.507 0.326  0.11
H 0.591 -2.227 1.820  0.12

DFT total energy (Eh): -306.34513
Kohn-Sham gap (eV): 11.28
Relative energy (zero: lowest compared OMol25 entry of this formula, charge and spin) (kJ/mol): 423.13
LUMO (Eh): 0.0371
SMILES string: C1O[C@H]1[C@H]1CO1